No. 1
Molecular formula: C6H14NO
Method: DFT, wB97M-V/def2-TZVPD

Computed properties:
spin multiplicity = 1
total charge = +1
lowest unoccupied orbital energy = -3.43 eV
E_HOMO = -13.23 eV
energy above the lowest of the compared OMol25 structures with the same formula, charge and spin = 26.12 kcal per mole
electronic energy = -366.72562 a.u.

```
22
C6H14NO (wB97M-V/def2-TZVPD)
O 1.8082 0.8082 2.6368
C 0.8260 0.5309 3.2592
C -0.2680 -0.3179 2.6402
N 0.0774 -0.5284 1.2054
H 0.6615 0.8151 4.3096
H -0.3385 -1.2764 3.1510
H -1.2263 0.1929 2.7179
H -0.1594 0.2797 0.6135
H 1.0882 -0.6433 1.0876
H -0.4300 -1.2953 0.7629
C -0.7947 0.1902 -1.7086
C 0.5168 0.0663 -1.8756
C 1.4263 1.1682 -2.3238
C -1.7576 -0.9181 -1.4112
H -1.2351 1.1672 -1.9035
H 0.9308 -0.9439 -1.8081
H 2.2176 1.3604 -1.5952
H 1.9082 0.8882 -3.2604
H 0.8717 2.0899 -2.4703
H -1.2912 -1.8910 -1.2369
H -2.4428 -1.0400 -2.2463
H -2.3892 -0.7029 -0.5444
```

No. 2
Molecular formula: C4H8Si
Method: DFT, wB97M-V/def2-TZVPD

Computed properties:
spin multiplicity = 1
lowest unoccupied orbital energy = -0.79 eV
E_HOMO = -8.41 eV
energy above the lowest of the compared OMol25 structures with the same formula, charge and spin = 95.40 kcal per mole
electronic energy = -446.50428 a.u.

```
13
C4H8Si (wB97M-V/def2-TZVPD)
C 0.6066 -2.0751 3.0750
C 0.0797 -1.2678 2.3238
C 0.7333 1.5238 0.3835
C -0.7313 -1.0758 -1.2568
Si -0.6998 0.3622 -0.0522
H 0.9700 -2.6978 3.9078
H 1.1020 2.2028 -0.3966
H 0.4791 2.1768 1.3051
H 1.4682 0.8293 0.7438
H 0.2453 -0.9686 -1.7405
H -0.7253 -1.9682 -0.6540
H -1.7277 -1.0530 -1.8871
H -1.9380 0.9311 0.6921
```

No. 3
Molecular formula: C4H5N3
Method: DFT, wB97M-V/def2-TZVPD

Computed properties:
spin multiplicity = 1
lowest unoccupied orbital energy = -0.89 eV
E_HOMO = -9.02 eV
energy above the lowest of the compared OMol25 structures with the same formula, charge and spin = 87.10 kcal per mole
electronic energy = -319.57341 a.u.

```
12
C4H5N3 (wB97M-V/def2-TZVPD)
N -1.6471 0.8677 1.3095
C -0.6855 1.5031 1.5618
C 0.2635 -1.1351 0.1193
C -0.5575 -0.6657 -0.9982
N 0.0215 0.5763 -1.4241
C 0.8304 0.9109 -0.5040
N 1.0403 -0.1510 0.4346
H 0.1583 -2.0248 0.7271
H -0.8527 -1.3601 -1.7833
H -1.4587 -0.3271 -0.3666
H 1.3867 1.8318 -0.4064
H 1.5010 -0.0261 1.3305
```